[1]
Formula: C18H19NO
Source: the OMol25 dataset
Level of theory: ωB97M-V/def2-TZVPD

The geometry in XYZ format:
```
39
Properties=species:S:1:pos:R:3:forces:R:3:nbo_charge:R:1
N 3.23813 -0.18489 -1.99589 1.236 -0.140 0.515 -0.838
C 3.52954 1.05995 -1.23113 -0.429 -0.917 0.774 -0.220
C 2.30511 1.24626 -0.31355 2.785 1.889 3.004 -0.390
C 2.46720 0.24430 0.88275 -1.386 -0.244 -2.026 -0.431
C 1.36707 0.01072 1.90661 0.845 -0.464 -0.499 -0.064
O 0.52063 -1.16614 1.58321 3.554 -0.200 2.107 -0.539
C -0.59834 -0.95259 0.95738 -2.546 3.128 -1.630 0.424
C -0.63844 -1.11478 -0.49540 1.574 -1.575 1.491 -0.136
C 0.31196 -1.90705 -1.23852 1.230 -0.700 -0.569 -0.171
C 0.28710 -2.13501 -2.61943 -1.907 -0.014 1.216 -0.219
C -0.87724 -1.71577 -3.32878 -1.684 1.421 -1.049 -0.214
C -1.81660 -0.98524 -2.61228 -0.177 0.048 -1.130 -0.183
C -1.70377 -0.67892 -1.24006 -2.474 0.291 0.008 -0.062
C -2.79662 -0.05015 -0.60815 2.740 -0.924 1.170 -0.164
C -2.69810 0.28725 0.74507 0.561 0.082 -0.456 -0.041
C -3.61887 1.27772 1.13351 -1.290 -0.381 2.359 -0.177
C -3.53923 1.74467 2.42795 0.053 0.039 -0.109 -0.230
C -2.62222 1.21844 3.38652 1.919 -1.166 -0.683 -0.208
C -1.66451 0.21107 3.02678 -2.061 2.621 -1.040 -0.194
C -1.59993 -0.14995 1.64322 -1.030 -1.040 -2.643 -0.131
H 3.54586 -1.01408 -1.42500 -0.325 1.133 -1.075 0.354
H 3.84277 -0.10406 -2.80587 -0.037 -0.737 -0.131 0.357
H 4.42913 0.95401 -0.59741 -0.185 -0.010 -0.056 0.162
H 3.80753 1.86368 -1.91775 -0.733 0.069 0.007 0.197
H 1.45056 1.02243 -0.80283 -2.764 -0.469 -1.868 0.213
H 2.25638 2.29074 0.10831 -0.045 -0.801 -0.482 0.187
H 2.54184 -0.68402 0.35292 0.746 -0.930 0.137 0.210
H 3.34495 0.53704 1.36098 1.683 0.027 0.947 0.201
H 1.86471 -0.09024 2.88723 -0.721 -0.594 -0.319 0.196
H 0.84504 0.92554 1.89764 -1.626 0.800 0.417 0.190
H 1.07648 -2.45246 -0.67794 -0.053 0.475 -0.051 0.214
H 0.90513 -2.82189 -3.17058 0.745 0.006 0.460 0.217
H -1.10539 -1.89956 -4.46098 0.831 0.174 2.326 0.222
H -2.75895 -0.53088 -2.97046 0.708 -0.745 -0.754 0.204
H -3.67820 0.14145 -1.13311 -1.129 0.667 -0.835 0.203
H -4.53583 1.46452 0.54018 1.039 0.291 0.082 0.218
H -4.17843 2.55282 2.76432 -0.161 -0.119 -0.044 0.210
H -2.60192 1.71964 4.36738 0.014 -0.702 -0.390 0.216
H -0.90453 -0.13458 3.67315 0.501 -0.293 0.820 0.218
```
Positions in Å, forces in eV/Å.

The energy above the lowest of the compared OMol25 structures with the same formula, charge and spin is 301.4 kJ/mol. The structure (SMILES) is NCCCCOc1c2ccccc2cc2ccccc12. The calculation puts the LUMO energy at -0.0074 Eh. As for the orbital gap: 6.70 eV.

[2]
Formula: C18H19NO4
Source: the OMol25 dataset
Level of theory: ωB97M-V/def2-TZVPD

The geometry in XYZ format:
```
42
Properties=species:S:1:pos:R:3:forces:R:3:nbo_charge:R:1
C 4.00590 -2.07985 -1.87617 0.138 -0.121 0.156 -0.608
C 4.22545 -2.93108 -0.63017 -0.244 0.053 -0.027 -0.393
C 3.08842 -2.81646 0.38429 0.116 0.192 0.150 -0.426
C 3.03988 -1.44717 1.06641 0.207 -0.249 -0.351 -0.063
O 2.04611 -1.38517 2.07076 -0.254 0.017 0.202 -0.488
C 0.74345 -1.22916 1.72921 -0.255 0.039 0.116 0.333
C -0.16285 -1.26686 2.79361 0.226 -0.009 -0.062 -0.265
C -1.51051 -1.10115 2.57272 -0.085 0.070 -0.194 -0.141
C -1.99238 -0.86383 1.28660 0.252 -0.260 0.030 -0.211
C -3.45585 -0.73921 1.07422 -0.117 -0.017 -0.153 0.670
O -4.26353 -1.46441 1.61999 -0.008 -0.090 0.202 -0.596
N -3.88570 0.20088 0.17426 -0.563 -0.217 -0.104 -0.616
C -3.21306 1.28989 -0.38552 0.222 0.527 -0.328 0.155
C -3.59016 1.72339 -1.65289 0.011 -0.248 0.257 -0.255
C -2.97884 2.81091 -2.26950 0.340 0.377 0.108 -0.243
C -1.97827 3.44402 -1.57491 0.000 -0.298 0.460 0.207
C -1.60866 3.02499 -0.29514 -0.275 0.048 -0.573 0.314
C -2.21301 1.96463 0.32983 0.087 0.326 -0.058 -0.313
O -0.61190 3.83405 0.17702 -0.223 -0.407 0.223 -0.487
C -0.36535 4.78068 -0.84145 0.833 0.944 0.033 0.237
O -1.21572 4.52452 -1.93768 -0.310 -0.202 -0.261 -0.479
C -1.09502 -0.84509 0.22553 -0.215 -0.082 0.238 -0.100
C 0.25821 -1.02927 0.43829 0.359 -0.030 -0.043 -0.337
H 4.00703 -1.01980 -1.63524 -0.025 0.140 -0.056 0.198
H 3.05601 -2.32871 -2.34488 -0.109 0.012 -0.084 0.202
H 4.79870 -2.26041 -2.59815 0.034 0.057 -0.121 0.214
H 5.16559 -2.64489 -0.15369 0.084 -0.084 0.020 0.195
H 4.31209 -3.97714 -0.93103 0.092 0.004 0.057 0.207
H 2.13461 -3.01523 -0.10901 -0.032 -0.051 0.015 0.204
H 3.21836 -3.57085 1.16321 -0.073 0.010 0.025 0.214
H 2.89936 -0.64097 0.33830 0.026 -0.003 0.087 0.172
H 3.97868 -1.26952 1.59939 -0.087 0.027 -0.120 0.194
H 0.22423 -1.43428 3.78616 0.043 -0.018 0.119 0.227
H -2.21060 -1.14525 3.39306 -0.063 -0.030 0.083 0.231
H -4.86346 0.10810 -0.07378 0.156 -0.053 0.164 0.411
H -4.37751 1.19990 -2.17341 -0.064 -0.108 -0.054 0.216
H -3.27460 3.14103 -3.25058 -0.052 0.044 -0.139 0.230
H -1.93182 1.67136 1.32581 0.037 -0.001 0.123 0.242
H -0.55590 5.79514 -0.45521 -0.035 -0.267 -0.068 0.157
H 0.68548 4.70863 -1.16483 -0.260 -0.067 0.060 0.157
H -1.45389 -0.70248 -0.78328 -0.016 0.051 -0.075 0.215
H 0.92103 -1.01386 -0.41218 0.103 -0.025 -0.055 0.219
```
Positions in Å, forces in eV/Å.

The energy above the lowest of the compared OMol25 structures with the same formula, charge and spin is 166.9 kJ/mol. The structure (SMILES) is CCCCOc1ccc(C(=O)Nc2ccc3c(c2)OCO3)cc1. The calculation puts the LUMO energy at 0.0231 Eh. As for the orbital gap: 8.53 eV.

[3]
Formula: C18H20AlClN5O4PS2
Source: the OMol25 dataset
Level of theory: ωB97M-V/def2-TZVPD

The geometry in XYZ format:
```
52
Properties=species:S:1:pos:R:3:forces:R:3:mulliken_spin:R:1
Al 0.89792 -0.69961 0.13879 -0.037 0.091 -0.080 -0.006
Cl 5.47933 0.01245 5.54106 -0.083 -0.010 -0.065 -0.002
C 4.10848 -0.11879 4.44149 0.045 -0.008 0.014 -0.125
C 2.83063 -0.23417 4.96974 -0.050 -0.010 -0.009 0.248
C 1.75558 -0.33533 4.08001 0.038 0.016 0.162 -0.083
C 1.93154 -0.31835 2.71004 -0.061 0.065 -0.272 0.193
O 0.86353 -0.39953 1.90632 0.125 -0.092 -0.001 0.029
C 3.25696 -0.20163 2.16785 0.042 -0.019 -0.107 -0.077
C 3.51435 -0.17429 0.78469 -0.155 0.069 0.185 0.465
O 2.61106 -0.24506 -0.17355 -0.035 -0.208 0.027 0.142
C 4.33423 -0.10670 3.08687 0.061 0.020 -0.008 0.156
H 2.67910 -0.25085 6.03963 -0.013 0.002 -0.003 0.025
H 0.74339 -0.43367 4.45493 0.012 0.006 0.002 -0.010
H 4.54412 -0.06511 0.45145 0.033 0.008 -0.009 0.026
H 5.34506 -0.01970 2.70687 -0.012 0.003 0.007 0.012
C 2.70608 3.91830 -3.17843 0.062 0.088 -0.013 0.000
C 1.25746 3.49690 -3.14618 0.022 -0.049 -0.030 0.000
O 1.21505 2.06061 -3.15444 -0.055 0.116 -0.087 0.001
P 0.17211 1.28591 -2.23626 0.137 0.019 0.208 -0.004
S 0.51555 -0.64307 -2.42068 0.011 -0.267 0.027 0.000
S 0.20311 1.87909 -0.35533 -0.010 0.082 0.156 0.002
O -1.20021 1.74154 -2.94885 -0.054 -0.002 -0.093 0.000
C -2.43156 1.21021 -2.45043 -0.054 0.033 0.026 0.000
C -3.56581 1.94438 -3.12442 -0.064 0.023 -0.026 0.000
H 2.78148 5.00746 -3.14309 -0.003 -0.016 -0.014 0.000
H 3.19503 3.56530 -4.08686 -0.014 -0.019 0.007 0.000
H 3.23323 3.50409 -2.31932 -0.022 0.004 0.008 0.001
H 0.70714 3.84433 -4.02219 0.005 0.043 -0.011 0.000
H 0.76398 3.88193 -2.25157 -0.004 -0.050 0.037 0.000
H -2.47193 1.34112 -1.36384 0.039 0.006 -0.036 0.000
H -2.46452 0.14077 -2.66866 0.005 -0.041 0.003 0.000
H -3.50685 3.01343 -2.91638 0.004 -0.012 0.011 0.000
H -4.52310 1.57221 -2.75303 0.025 -0.003 -0.006 0.000
H -3.53537 1.80206 -4.20555 0.017 -0.006 0.017 0.000
N -5.26671 -1.54364 0.74572 -0.027 0.063 0.005 0.000
C -3.90886 -1.36107 0.61196 -0.095 -0.032 0.036 0.000
C -3.17171 -2.11040 -0.30321 0.091 -0.020 -0.049 -0.001
C -1.82060 -1.87620 -0.42229 -0.021 -0.049 -0.031 0.001
N -1.16671 -0.96246 0.29749 0.021 0.086 0.010 0.000
C -1.87084 -0.23994 1.17704 -0.015 -0.046 0.002 -0.001
C -3.22635 -0.40043 1.35988 0.049 0.046 0.027 0.001
H -5.64189 -2.42002 0.42628 0.011 -0.012 -0.004 0.000
H -5.69381 -1.19286 1.58582 0.016 -0.009 0.005 0.000
H -3.64065 -2.87430 -0.90951 -0.002 0.005 0.006 0.000
H -1.22031 -2.44106 -1.12161 -0.020 -0.002 0.000 0.000
H -1.30284 0.47502 1.75589 -0.008 -0.028 -0.033 0.000
H -3.74457 0.20885 2.08923 -0.002 -0.003 -0.008 0.000
N 1.05876 -2.62699 0.05121 0.020 0.309 0.067 0.006
C 1.10323 -3.78800 0.14344 -0.146 -0.147 0.028 0.003
N 1.24920 -5.04583 0.14098 0.336 -0.183 -0.148 0.000
C 0.47338 -5.95286 0.68793 -0.156 0.137 0.053 0.000
N -0.15491 -6.82405 1.12310 -0.008 0.006 0.008 0.000
```
Positions in Å, forces in eV/Å.

The energy above the lowest of the compared OMol25 structures with the same formula, charge and spin is 0.0 kJ/mol. Its total charge is -1. The calculation puts the LUMO energy (spin up / spin down) at 0.0816 / 0.0816 Eh. As for the orbital gap (spin up / spin down): 4.91 / 7.26 eV. The spin multiplicity is 2.

[4]
Formula: C18H20BrN2O8
Source: the OMol25 dataset
Level of theory: ωB97M-V/def2-TZVPD

The geometry in XYZ format:
```
49
Properties=species:S:1:pos:R:3:forces:R:3:nbo_charge:R:1
C -4.53390 -1.08829 1.02111 -0.295 0.384 0.079 -0.636
C -3.65908 -2.31172 0.98635 0.072 0.735 -0.141 -0.066
O -2.29219 -1.75945 0.84333 -0.076 -1.379 0.197 -0.491
C -1.41611 -2.76940 0.90596 -0.700 -0.412 -0.131 0.921
O -1.75822 -3.94070 1.01571 0.740 1.491 -0.079 -0.629
N -0.08848 -2.33297 0.84694 0.167 -0.167 -0.193 -0.411
C 0.97802 -3.23280 1.05745 -0.126 0.113 -0.725 0.135
C 0.89371 -4.61626 1.07532 0.630 -0.849 0.150 -0.222
C 2.09189 -5.33672 1.08882 0.166 0.967 0.185 -0.204
C 3.32137 -4.64797 1.06386 0.076 0.465 -0.122 -0.243
C 3.38110 -3.24500 0.97818 -0.359 -0.544 0.273 -0.091
Br 5.05173 -2.37236 0.75595 -0.166 -0.357 0.012 0.089
C 2.18659 -2.51247 1.00461 -0.294 0.487 0.160 -0.041
C 1.77882 -1.10615 0.83351 -0.476 -1.129 -0.338 -0.021
N 2.61105 0.04571 0.97891 1.120 3.119 -0.345 0.494
O 3.50510 0.04798 1.85254 -1.619 -0.579 -1.269 -0.391
O 2.37064 1.04372 0.25792 0.476 -2.539 1.490 -0.328
C 0.42435 -1.04958 0.61228 0.778 -0.381 1.097 0.074
H -5.59388 -1.35853 1.03543 0.124 -0.063 -0.017 0.211
H -4.32761 -0.50292 1.92698 -0.029 -0.092 -0.264 0.217
H -4.35367 -0.44636 0.14834 -0.030 -0.202 0.230 0.238
H -3.70844 -2.89780 1.91441 0.070 0.203 -0.340 0.194
H -3.87026 -2.97508 0.13564 0.164 0.263 0.269 0.196
H -0.06840 -5.11092 1.06412 0.319 0.082 -0.018 0.263
H 2.09225 -6.42469 1.11158 -0.054 0.262 0.005 0.217
H 4.26124 -5.20019 1.08596 -0.271 0.137 -0.096 0.224
H -0.18817 -0.17910 0.41946 -0.076 -0.014 -0.028 0.289
H 0.73540 2.33423 -0.23127 0.157 0.413 -0.065 0.221
C -0.02424 2.58713 -0.94554 -0.943 0.209 -0.582 -0.704
C 0.12877 2.19067 -2.31249 -0.581 0.116 1.406 0.744
O -0.67945 2.17644 -3.22744 0.034 0.131 -0.289 -0.693
O 1.41446 1.74737 -2.52221 0.442 -0.518 -1.307 -0.550
C 1.62226 1.33553 -3.88536 0.027 0.028 0.467 -0.069
C 3.06036 0.87737 -3.98007 0.294 0.125 -0.045 -0.621
C -1.11865 3.42162 -0.57080 0.648 -1.250 -0.808 0.734
O -2.12890 3.71426 -1.19977 0.030 0.193 0.046 -0.702
O -0.93806 3.92366 0.70213 -0.999 0.926 0.647 -0.555
C -2.02064 4.81374 1.03609 0.297 -0.229 0.070 -0.070
C -1.72969 5.43919 2.38219 0.146 0.185 0.071 -0.621
H 0.92270 0.52455 -4.15270 0.176 0.353 0.098 0.173
H 1.43421 2.19395 -4.55357 -0.026 -0.426 0.147 0.178
H 3.23060 0.35664 -4.92593 0.032 0.015 0.002 0.190
H 3.72904 1.74672 -3.94557 -0.030 -0.225 0.077 0.200
H 3.32911 0.20325 -3.15623 -0.146 0.139 -0.167 0.208
H -2.08932 5.59091 0.25685 -0.152 -0.295 0.297 0.184
H -2.97505 4.25933 1.05059 0.339 0.197 -0.069 0.171
H -2.61680 5.97946 2.72244 0.025 0.031 0.045 0.192
H -1.46385 4.70021 3.14761 -0.046 0.063 -0.215 0.203
H -0.91175 6.16379 2.29039 -0.055 -0.182 0.132 0.200
```
Positions in Å, forces in eV/Å.

The energy above the lowest of the compared OMol25 structures with the same formula, charge and spin is 0.0 kJ/mol. Its total charge is -1. The calculation puts the LUMO energy at 0.0666 Eh. As for the orbital gap: 5.04 eV.